#1
A single C2H4OSi molecule. Source: the Open Molecules 2025 dataset; level of theory: ωB97M-V/def2-TZVPD.

As for the HOMO energy: -8.07 eV. The value obtained for the frontier orbital gap is 7.435 eV.

CARTESIAN COORDINATES (ANGSTROEM)
C (0.8697, -1.4135, -0.9477)
C (0.2404, 1.4004, 0.6163)
O (1.1577, -2.4487, -0.5057)
Si (-0.6846, 0.0639, -0.0454)
H (0.5425, 2.2611, -0.1170)
H (-1.3461, -1.0373, 0.8143)
H (0.5147, 1.3487, 1.6796)
H (-1.2942, -0.1746, -1.4942)

Here are the Löwdin charges for atoms 1 to 2, given in e: -0.096 -0.333

---

#2
A single C2H4OSi molecule. Source: the Open Molecules 2025 dataset; level of theory: ωB97M-V/def2-TZVPD.

As for the HOMO energy (spin up / spin down): -7.98 / -7.39 eV. The value obtained for the frontier orbital gap (spin up / spin down) is 7.748 / 6.859 eV.

CARTESIAN COORDINATES (ANGSTROEM)
C (-2.1489, -0.3838, -0.1291)
C (0.3232, 0.9653, -0.0081)
O (-2.9138, 0.4512, 0.1037)
Si (-0.2685, -0.7692, -0.0160)
H (0.0670, 1.4788, 0.8066)
H (0.3022, -1.7785, -0.8876)
H (0.1866, 1.5584, -1.0177)
H (-0.6711, -1.4620, 1.3968)

Here are the Löwdin charges for atoms 1 to 2, given in e: -0.195 -0.250

---

Computed relative energies in units of kJ/mol: #1 0.0; #2 55.3

---

#1
A gas-phase ion, C7H13BrN (charge +1). Source: the Open Molecules 2025 dataset; level of theory: ωB97M-V/def2-TZVPD.

As for the net charge: +1. As for the HOMO energy: -13.83 eV. The SMILES is CC(C)[N@H+]1CCC=C1Br. The value obtained for the frontier orbital gap is 10.919 eV.

CARTESIAN COORDINATES (ANGSTROEM)
C (1.2660, 1.8709, -0.7528)
C (0.1048, 1.3324, -0.0512)
C (0.1630, 1.2044, 1.4834)
N (-0.2459, -0.0028, -0.6413)
C (0.7221, -1.0681, -0.3182)
C (-0.1224, -2.3815, -0.2511)
C (-1.4724, -1.9353, 0.1379)
C (-1.6809, -0.6619, -0.0813)
Br (-3.1587, 0.4000, 0.1348)
H (2.1304, 1.2722, -0.9239)
H (0.9162, 1.9462, -1.7529)
H (1.6352, 2.7729, -0.2870)
H (-0.6494, 1.9555, -0.4167)
H (1.1353, 1.1639, 1.9190)
H (-0.5331, 0.4568, 1.8318)
H (-0.2734, 2.0399, 1.9128)
H (-0.5287, 0.1681, -1.6397)
H (0.9801, -0.9131, 0.8072)
H (1.6416, -1.0081, -1.0484)
H (0.1744, -2.9986, 0.6377)
H (-0.0435, -2.9109, -1.2144)
H (-2.1607, -2.7029, 0.5140)

Here are the Löwdin charges for atoms 1 to 2, given in e: -0.038 -0.390

---

#2
2 unconnected molecules or ions with the total composition C7H13BrN. Source: the Open Molecules 2025 dataset; level of theory: ωB97M-V/def2-TZVPD.

As for the net charge: +1. As for the HOMO energy: -12.23 eV. The value obtained for the frontier orbital gap is 7.860 eV.

CARTESIAN COORDINATES (ANGSTROEM)
C (-3.3999, -1.1979, -0.3707)
C (-3.5663, -0.2582, 0.7278)
C (-2.7177, -1.1172, -1.4998)
C (1.3845, -0.3641, 0.9034)
C (-2.7502, 0.7261, 1.0999)
C (2.9435, 1.4564, 0.6342)
C (2.7291, -0.2286, -1.1234)
N (2.3491, 0.1754, 0.2565)
Br (-1.0139, 1.1400, 0.2138)
H (-3.9033, -2.1446, -0.4533)
H (-4.3439, -0.2792, 1.5042)
H (-2.5400, -1.9042, -2.1733)
H (-2.1312, -0.3022, -1.7850)
H (1.1401, 0.1558, 1.8481)
H (1.1387, -1.3363, 0.5079)
H (-2.8576, 1.2569, 1.9952)
H (4.0639, 1.4563, 0.7715)
H (2.5647, 2.1762, -0.1161)
H (2.3545, 1.6167, 1.5006)
H (3.1174, 0.6751, -1.6662)
H (3.5620, -0.9276, -0.9693)
H (1.8765, -0.7748, -1.8059)

Here are the Löwdin charges for atoms 1 to 2, given in e: -0.170 -0.171

---

Computed relative energies in units of kJ/mol: #1 0.0; #2 152.2

---

#1
A single C4H5PS2 molecule. Source: the Open Molecules 2025 dataset; level of theory: ωB97M-V/def2-TZVPD.

As for the HOMO energy: -7.05 eV. The value obtained for the frontier orbital gap is 7.037 eV.

CARTESIAN COORDINATES (ANGSTROEM)
C (0.8379, -1.2113, -0.3139)
C (-0.5419, -0.8863, -0.3903)
C (1.8299, -0.1874, -0.2483)
C (-1.1687, 0.2085, 0.0956)
P (1.9954, 1.5208, -0.1630)
S (-0.1787, 1.6941, 0.6582)
S (-2.8773, 0.5410, -0.2066)
H (1.2213, -2.1364, -0.8272)
H (-1.0909, -1.7542, -0.7547)
H (2.7639, -0.6421, -0.6231)
H (0.2708, 1.4966, 1.9345)
H (-3.0616, 1.3565, 0.8388)

Here are the Löwdin charges for atoms 1 to 2, given in e: -0.223 -0.267

---

#2
2 unconnected molecules or ions with the total composition C4H5PS2. Source: the Open Molecules 2025 dataset; level of theory: ωB97M-V/def2-TZVPD.

As for the HOMO energy: -8.15 eV. The SMILES is c1ccsc1.P=S. The value obtained for the frontier orbital gap is 7.467 eV.

CARTESIAN COORDINATES (ANGSTROEM)
C (0.5654, -0.8424, 1.0384)
C (1.1647, -0.7706, -0.2899)
C (1.1074, 0.3949, -0.9803)
S (0.4800, 1.6040, 0.2449)
C (0.3135, 0.3937, 1.5367)
H (0.4367, -1.7565, 1.6823)
H (1.5823, -1.7203, -0.8882)
H (1.3744, 0.6874, -1.9340)
H (-0.0775, 0.7973, 2.5039)
P (-2.3125, 1.0528, -0.5919)
S (-2.2890, -0.8724, -0.3751)
H (-2.3454, 1.0321, -1.9467)

Here are the Löwdin charges for atoms 1 to 2, given in e: -0.263 -0.254

---

Computed relative energies in units of kJ/mol: #1 132.0; #2 0.0